{"formula": "C4H5CsO5", "method": "the ωB97M-V functional and the def2-TZVPD basis", "total_charge": -1, "fmax_ev_per_a": 2.92, "multiplicity": 2, "homo_lumo_gap_ev": [4.0997, 6.4620], "lumo_energy_ha": [0.058, 0.054], "homo_ev": [-2.5, -5.0], "total_energy_ev": -15015.61768, "symbols": ["O", "C", "O", "O", "C", "H", "H", "C", "H", "H", "O", "C", "O", "Cs", "H"], "coordinates": [[-1.959, 0.997, -0.498], [8.072, 0.123, -0.246], [8.956, 0.472, 0.531], [6.883, -0.187, -0.085], [-2.916, 0.023, -0.917], [-3.618, 0.566, -1.567], [-2.413, -0.757, -1.506], [-3.657, -0.583, 0.261], [-4.450, 0.093, 0.613], [-4.105, -1.541, -0.049], [-0.564, -0.637, 0.222], [-0.831, 0.584, 0.124], [-0.085, 1.493, 0.556], [3.642, 0.127, 1.465], [-2.956, -0.775, 1.097]], "atomic_forces_ev_per_a": [[-1.3, 0.5, -0.6], [0.0, 0.1, 1.1], [0.0, -0.1, -0.6], [-0.6, 0.0, -0.2], [0.5, 0.0, 0.0], [0.3, -0.1, 0.1], [-0.1, 0.1, 0.2], [0.0, -0.2, 0.4], [0.2, -0.2, 0.0], [0.0, 0.3, 0.2], [-0.8, -0.3, -0.4], [2.6, -0.7, 1.2], [-0.4, 0.5, -0.2], [0.0, 0.1, -0.5], [-0.3, 0.0, -0.6]], "lowdin_spin": [0.000, 0.510, 0.216, 0.199, 0.000, 0.000, 0.000, 0.000, 0.000, 0.000, 0.000, 0.000, 0.000, 0.075, 0.000]}